No. 1
100
Properties=species:S:1:pos:R:3:forces:R:3:mulliken_charge:R:1 method="wB97M-V/def2-TZVPD" multiplicity=2 s2=0.76 charge=+3 lumo_energy_ev="-10.82 / -10.93" gap_ev="5.231 / 5.116" de_lowest_kcal_mol=0.0 mol_weight_g_mol=995.469 homo_energy_ev="-16.1 / -16.1"
Ir 0.043767 0.264235 0.186329 2.0 -2.7 -3.4 4.87
C 0.851300 -2.390257 -1.452491 0.0 0.0 -0.3 -1.72
N 0.737253 -2.051654 -0.026674 -0.6 0.5 0.7 0.13
C -0.263681 -2.851180 0.694167 -0.1 -0.2 0.3 -1.33
C -1.650031 -2.449604 0.345946 -0.2 0.0 -0.1 0.06
C -2.711559 -3.324006 0.480867 0.0 -0.1 -0.1 -1.02
C -3.990640 -2.886480 0.178279 -0.1 0.0 0.0 -0.70
C -4.157497 -1.599048 -0.304589 0.1 0.0 -0.1 -1.07
C -3.052385 -0.777887 -0.413943 0.0 -0.2 0.0 -0.54
N -1.821929 -1.182934 -0.056627 -0.2 0.8 0.7 0.36
C 2.015815 -2.211103 0.640005 0.2 -0.2 0.4 -2.14
C 2.924471 -1.122072 0.242540 0.1 0.2 0.0 1.13
C 4.291320 -1.322892 0.245716 0.0 0.0 -0.1 -1.17
C 5.140841 -0.258338 0.012768 0.2 0.0 0.0 -0.92
C 4.581000 0.979303 -0.241830 0.0 0.0 0.0 -1.40
C 3.207895 1.110630 -0.251991 0.2 -0.4 -0.1 -0.59
N 2.367744 0.080233 -0.011833 -0.8 0.6 0.2 0.62
C 0.343460 -1.337886 -2.383423 0.0 0.1 -0.1 0.59
C 0.416606 -1.548347 -3.750161 -0.1 0.0 -0.1 -0.94
C -0.141089 -0.623724 -4.614002 0.0 0.0 -0.1 -0.70
C -0.794454 0.482738 -4.089238 -0.1 -0.1 0.0 -0.76
C -0.804481 0.653515 -2.725446 -0.2 -0.4 -0.1 -0.55
N -0.213171 -0.225799 -1.889793 0.1 1.3 0.7 0.89
H 0.312716 -3.319190 -1.656891 0.0 0.0 0.0 0.68
H 1.896814 -2.576727 -1.703966 0.0 -0.1 0.1 0.68
H -0.115851 -2.684463 1.762857 0.1 0.0 0.0 0.66
H -0.116615 -3.919755 0.512554 0.1 0.0 0.0 0.54
H -2.536390 -4.336751 0.821036 0.0 0.0 0.0 0.60
H -4.842268 -3.541465 0.307111 0.0 0.0 0.0 0.49
H -5.129873 -1.222516 -0.589144 0.0 0.0 0.0 0.53
H -3.152597 0.226812 -0.779729 0.0 0.0 0.0 0.62
H 2.455149 -3.190861 0.433778 0.0 0.0 0.0 0.74
H 1.869117 -2.140919 1.719165 -0.1 0.0 0.0 0.52
H 4.683387 -2.310827 0.448914 0.0 0.0 0.0 0.60
H 6.214686 -0.391606 0.038128 0.0 0.0 0.0 0.50
H 5.198278 1.848254 -0.424449 -0.1 0.0 0.0 0.66
H 2.783669 2.065140 -0.447769 0.1 0.1 0.0 0.69
H 0.899870 -2.438978 -4.131244 0.0 0.0 0.0 0.63
H -0.090163 -0.775777 -5.684419 0.0 0.0 0.0 0.49
H -1.286167 1.203530 -4.727578 0.0 0.0 0.0 0.60
H -1.310071 1.492065 -2.270594 0.0 0.0 -0.1 0.19
C 2.596193 5.344393 1.042249 -0.1 -0.1 -0.3 -1.49
C 1.664900 4.169712 1.227722 0.2 0.5 0.4 0.47
O 1.559180 3.459019 -0.060864 -0.3 -0.3 0.5 -0.54
P 0.463218 2.595895 -0.760172 0.2 0.6 0.5 -0.17
O 1.171782 2.159319 -2.073821 0.3 -0.2 0.0 0.38
C 1.699610 3.101312 -3.089683 0.2 0.2 -0.1 -0.34
C 3.188766 3.280280 -2.931784 -0.1 -0.2 0.1 -1.03
O -0.596080 3.589932 -1.288355 -0.5 -0.7 0.2 -0.06
C -1.634631 4.480515 -0.742914 -0.3 0.7 -0.1 0.11
C -1.679191 5.711260 -1.613261 0.2 -0.2 -0.1 -1.42
H 2.897252 5.704366 2.025509 0.0 0.0 0.0 0.46
H 2.114273 6.157621 0.501380 0.0 0.0 0.0 0.37
H 3.491056 5.048425 0.493263 0.1 0.0 0.1 0.32
H 0.683668 4.486365 1.560200 -0.1 0.0 -0.2 0.38
H 2.065159 3.477211 1.961680 0.0 -0.2 -0.1 -0.20
H 1.172570 4.049509 -3.006767 -0.1 -0.1 0.0 0.24
H 1.457306 2.634020 -4.040488 -0.1 0.0 0.0 0.47
H 3.430164 3.808394 -2.009126 0.0 0.0 0.0 0.07
H 3.559704 3.869860 -3.770219 0.0 0.0 0.0 0.58
H 3.699390 2.316455 -2.945175 0.0 0.0 -0.1 0.26
H -1.412834 4.732880 0.288904 0.2 -0.1 0.0 0.31
H -2.574127 3.944087 -0.777547 0.0 -0.2 -0.1 0.23
H -0.727460 6.242168 -1.598981 0.0 0.1 0.1 0.32
H -2.459279 6.375167 -1.241800 0.0 0.0 0.0 0.48
H -1.915336 5.449743 -2.644578 0.0 0.0 0.0 0.32
O -2.239844 1.042700 2.250522 -0.3 0.2 -0.2 -0.52
Cl -2.012020 2.177391 1.421090 0.0 0.5 0.8 1.61
O -0.636697 2.658138 1.611999 -0.4 0.0 0.0 -0.46
O -2.938503 3.214489 1.636097 -0.1 -0.2 -0.2 -0.63
O -2.045650 1.719217 0.000380 0.5 -0.3 0.4 -0.63
C -0.571303 -2.554485 9.059213 0.0 -0.1 0.3 -1.08
C -0.132286 -1.166342 9.494746 -0.2 0.3 -0.6 -0.51
S -0.712515 0.090627 8.355713 0.0 -0.1 0.2 1.29
O -0.474258 1.392796 8.908784 0.0 0.0 -0.1 -0.66
O -2.027855 -0.268741 7.878640 0.0 0.0 0.0 -0.67
C 0.361856 -0.050426 6.897274 -0.2 0.0 0.2 -0.47
C -0.373928 0.733387 5.816125 0.2 -0.1 0.2 -2.00
N 0.236466 0.608779 4.477508 0.1 0.1 0.2 0.25
C -0.239902 -0.144619 3.488053 -0.4 -0.2 -0.2 0.23
N 0.519757 -0.017710 2.373228 0.0 1.2 -0.6 0.05
C 1.517764 0.881854 2.708449 0.1 -0.2 0.2 -0.90
C 1.347207 1.266404 3.986509 -0.1 -0.1 -0.2 -0.14
N 2.160180 2.223187 4.695843 0.1 0.0 0.0 1.10
O 2.002668 2.339920 5.884587 -0.1 0.0 0.1 -0.59
O 2.955801 2.835093 4.007117 0.0 -0.1 0.0 -0.66
C -1.417536 -1.036490 3.651093 0.0 0.0 0.0 -1.99
H -0.377200 -3.262463 9.864108 0.1 0.0 0.0 0.39
H -0.031879 -2.906039 8.178550 0.0 0.0 0.0 0.27
H -1.641031 -2.573621 8.863769 0.0 0.0 -0.1 0.32
H 0.948230 -1.028527 9.542185 0.0 0.0 0.2 0.37
H -0.592512 -0.852690 10.432757 0.1 0.0 0.1 0.45
H 0.467209 -1.109378 6.656457 0.0 0.0 -0.1 0.49
H 1.313358 0.405913 7.158901 0.1 -0.1 -0.1 0.47
H -0.392087 1.786225 6.087450 0.0 0.0 -0.1 0.43
H -1.396637 0.374331 5.751323 0.0 0.0 -0.1 0.75
H 2.312422 1.170775 2.052060 0.0 0.1 0.0 1.01
H -2.276583 -0.471463 4.007447 0.0 -0.1 0.1 0.75
H -1.212055 -1.833667 4.367676 0.0 0.0 0.0 0.44
H -1.694335 -1.461985 2.691043 0.0 0.0 0.1 0.22


No. 2
88
Properties=species:S:1:pos:R:3:forces:R:3:mulliken_charge:R:1 method="wB97M-V/def2-TZVPD" charge=+2 lumo_energy_ev="-7.13 / -7.13" gap_ev="4.972 / 4.975" mol_weight_g_mol=743.297 homo_energy_ev="-12.1 / -12.1"
P 1.511065 1.086710 -2.127865 -0.1 -0.5 3.6 1.08
C 3.217517 1.473091 -2.135310 0.6 0.5 -0.8 0.87
C 4.017918 0.877465 -3.116768 0.0 0.4 0.5 -0.24
H 3.600520 0.059758 -3.697173 0.2 0.2 -0.2 0.45
C 5.304094 1.350928 -3.294567 0.4 -0.1 0.0 -0.64
H 5.914881 0.893086 -4.058385 0.2 0.1 0.0 0.44
C 5.808215 2.389875 -2.508908 -0.3 0.0 -0.2 -0.53
H 6.813312 2.776788 -2.709194 -0.4 -0.2 0.2 0.40
C 5.008320 2.946792 -1.506164 0.5 0.1 0.1 -0.65
H 5.423469 3.740771 -0.883929 -0.2 -0.2 -0.1 0.41
C 3.718635 2.486704 -1.291970 -0.2 -0.3 -0.3 -0.66
H 3.103825 2.900340 -0.486175 0.2 -0.1 -0.4 0.33
C 1.086390 -0.511222 -2.691825 0.3 -0.8 -1.2 0.26
C 1.767879 -1.649176 -2.216569 -0.2 -0.1 0.1 -0.49
H 2.585419 -1.557168 -1.500946 -0.2 0.1 -0.2 0.55
C 1.380876 -2.915481 -2.633797 -0.2 -0.3 0.1 -0.71
H 1.875253 -3.810783 -2.248422 0.0 0.4 -0.1 0.45
C 0.315790 -3.079790 -3.528924 0.0 0.1 -0.2 -0.65
H 0.001120 -4.081577 -3.866525 0.2 0.6 0.3 0.47
C -0.295590 -1.942209 -4.056402 -0.4 -0.4 0.0 -0.69
H -1.102300 -2.053458 -4.776583 0.2 0.0 0.0 0.46
C 0.084393 -0.671387 -3.653752 0.1 -0.2 0.3 -0.46
H -0.388491 0.201422 -4.080211 -0.1 0.0 -0.1 0.51
C 0.405117 2.351419 -2.645448 -0.6 0.5 -0.7 0.09
C 0.717988 3.036203 -3.826448 -0.5 0.0 0.6 -0.58
H 1.666318 2.818748 -4.294769 0.0 0.1 -0.3 0.58
C -0.175504 3.969735 -4.329207 0.1 0.3 -0.3 -0.72
H 0.080889 4.452817 -5.262682 -0.1 0.1 0.0 0.44
C -1.358641 4.292723 -3.663441 0.3 -0.3 -0.1 -0.72
H -2.034540 5.041105 -4.098623 0.3 -0.4 0.4 0.41
C -1.644632 3.636471 -2.462528 -0.4 0.4 -0.3 -1.04
H -2.550784 3.926146 -1.925301 0.3 -0.3 -0.1 0.43
C -0.793687 2.656495 -1.968805 0.2 0.2 -0.2 0.88
H -1.062226 2.189903 -1.023426 0.2 0.0 -0.1 -0.09
Zr 0.287098 0.157875 2.351965 -1.2 -1.0 6.9 -1.94
C -1.600054 -1.333875 1.921146 0.8 0.6 -1.0 -1.04
C -2.082490 -1.546105 0.690689 -0.6 0.1 -0.2 0.67
H -2.065289 -1.868867 2.732769 0.1 -0.2 0.4 0.27
C -1.504098 -0.778526 -0.489006 -0.5 -0.4 -0.9 2.43
O -2.554560 -0.298496 -1.382203 1.2 0.7 0.6 -0.68
H -2.197778 0.445533 -1.923180 -0.3 -0.8 0.4 0.21
C -0.654920 0.303140 0.129222 3.1 -0.4 1.2 -0.48
H -0.880844 -1.476653 -1.094412 0.0 0.6 0.3 -0.66
C 0.568108 0.661171 0.443183 -2.3 2.4 -8.7 -0.03
Cl 2.195361 1.470243 3.136465 -0.3 -0.2 -0.2 -0.37
P -1.331384 2.289058 2.630632 -0.2 0.3 1.3 1.68
P 1.903513 -1.950297 2.408546 0.2 -0.3 0.9 1.56
C -0.730017 3.059148 4.172746 -0.1 0.1 0.2 -1.28
H 0.235943 3.543965 3.976157 -0.3 0.0 0.1 0.42
H -0.567561 2.273745 4.938287 -0.2 0.7 -0.6 0.32
H -1.478867 3.781299 4.521850 0.3 0.0 0.0 0.46
C -1.664430 3.682496 1.521135 0.1 0.1 -0.4 -1.25
H -2.414554 3.389539 0.773770 0.2 0.1 0.2 0.32
H -0.742691 3.967795 0.994526 -0.3 0.1 0.2 0.32
H -2.039364 4.535928 2.107203 0.1 -0.3 -0.2 0.53
C -2.980940 1.650656 3.049532 -0.2 0.0 -0.1 -1.35
H -2.907889 0.937400 3.882181 0.0 0.3 -0.2 0.31
H -3.382338 1.122646 2.172779 0.0 0.2 0.2 0.20
H -3.633632 2.491292 3.318203 0.0 -0.3 0.0 0.49
C 2.461845 -1.894109 4.155031 0.1 0.0 0.1 -1.29
H 1.596831 -1.947453 4.845684 0.5 -0.1 -0.4 0.25
H 2.979700 -0.931993 4.331423 -0.2 -0.6 -0.1 0.40
H 3.158153 -2.736589 4.316335 -0.3 0.4 0.1 0.47
C 1.042679 -3.536733 2.247523 -0.1 -0.2 -0.1 -1.34
H 0.626492 -3.608329 1.232829 0.1 -0.1 0.2 0.19
H 0.212361 -3.575778 2.967856 0.3 0.0 -0.2 0.34
H 1.742579 -4.362093 2.428315 -0.2 0.1 0.0 0.51
C 3.435519 -2.089181 1.463643 0.1 0.1 -0.2 -1.09
H 3.896338 -1.093740 1.380253 -0.1 -0.3 0.0 0.32
H 3.211476 -2.474975 0.460147 0.2 0.1 0.3 0.24
H 4.114127 -2.770604 1.992415 -0.1 0.1 -0.3 0.51
P -3.441722 -2.682568 0.345497 0.0 0.4 1.0 1.53
C -3.857087 -3.557289 1.874037 0.0 -0.3 0.2 -1.31
C -2.907982 -3.840219 -0.902422 -0.3 -0.2 -0.2 -1.25
H -3.947520 -2.846601 2.719374 -0.1 -0.3 -0.6 0.43
H -3.060368 -4.279833 2.135413 -0.4 0.3 -0.2 0.40
H -4.817239 -4.106031 1.740967 0.6 0.4 0.1 0.41
H -2.633472 -3.280218 -1.798162 -0.1 -0.1 -0.1 0.30
H -3.726082 -4.548893 -1.110255 0.4 0.2 -0.1 0.48
H -2.021252 -4.370498 -0.551300 -0.1 0.0 0.1 0.41
C -4.880953 -1.750958 -0.181203 -0.2 -0.1 -0.3 -1.25
H -5.313315 -1.203175 0.667242 0.1 -0.3 -0.1 0.42
H -5.630566 -2.440807 -0.615801 0.3 0.5 0.2 0.47
H -4.521930 -1.010688 -0.907302 -0.4 -0.3 0.0 0.26
H 1.013538 1.705142 0.583851 -0.5 -1.6 0.4 0.20
O 0.225621 -0.171314 6.274932 -1.3 0.3 -2.9 -0.39
N -0.316611 0.240937 5.266975 1.1 -0.7 2.6 0.03
O -0.420251 -0.628780 4.223575 0.5 0.4 0.0 -0.40